Formula: C16H46CdN4O6Zn
Source: the OMol25 dataset
Level of theory: wB97M-V/def2-TZVPD

```
! wB97M-V def2-TZVPD RIJCOSX def2/J DEFGRID3
* xyz 1 2
Cd 1.3148 1.6160 2.0335
Zn -1.3150 0.4774 -0.1081
O 0.1760 0.1667 1.1716
H 0.8968 -0.4811 1.0481
O 2.8318 1.3521 0.7767
H 3.8077 1.3691 0.7345
C -1.4255 -3.0385 -2.7035
C -1.5079 -1.5364 -2.3001
C -2.9728 -0.9812 -2.3279
O -2.8957 0.2376 -1.5211
C -4.2325 0.6705 -1.1099
N -0.7440 -1.4889 -1.0490
H -1.5560 -3.7440 -1.8829
H -0.4358 -3.3789 -3.0079
H -2.1404 -3.2783 -3.4905
H -1.0621 -0.9349 -3.0923
H -3.7364 -1.6643 -1.9560
H -3.2907 -0.7641 -3.3477
H -4.6182 0.2841 -0.1665
H -5.0526 0.4074 -1.7780
H -4.2542 1.7540 -0.9934
H -0.9939 -2.2938 -0.4924
H 0.2309 -1.7045 -1.2011
C 2.4887 2.5577 -6.2543
C 2.0988 2.2257 -4.7842
C 2.6086 0.8107 -4.3562
O 2.3373 0.6545 -3.0062
C 2.9041 -0.3963 -2.2939
N 2.7539 3.2660 -3.9312
H 2.3296 3.6244 -6.4126
H 1.8617 2.0200 -6.9655
H 3.5322 2.3738 -6.5103
H 1.0107 2.1930 -4.7294
H 3.6422 0.5045 -4.5174
H 1.9333 0.1606 -4.9125
H 2.7584 -0.2829 -1.2197
H 3.9673 -0.3739 -2.5332
H 2.4340 -1.3520 -2.5256
H 3.7358 3.1273 -4.1227
H 2.6612 4.1980 -4.3091
C -1.5096 -2.8029 2.0130
C -2.7530 -2.3186 1.2594
C -4.0393 -2.8608 1.8272
O -5.0924 -2.2658 1.0421
C -6.3829 -2.4242 1.4504
N -2.5853 -0.8765 1.2684
H -0.5438 -2.5637 1.5678
H -1.4967 -3.8897 2.0963
H -1.5449 -2.4371 3.0392
H -2.8283 -2.6798 0.2338
H -4.0262 -2.7619 2.9127
H -3.9350 -3.9432 1.7521
H -6.9472 -1.9332 0.6576
H -6.5254 -1.9236 2.4081
H -6.6588 -3.4693 1.5910
H -3.5642 -0.6764 1.4164
H -2.1511 -0.6976 2.1625
C 3.2603 0.2007 5.6921
C 2.5578 1.1301 4.6397
C 3.3493 2.3562 4.1504
O 2.6897 3.0090 3.0935
C 2.9609 4.4738 2.9600
N 2.1674 0.2453 3.5396
H 4.1003 -0.2923 5.2029
H 2.6222 -0.5815 6.1034
H 3.5854 0.7656 6.5657
H 1.6766 1.6031 5.0733
H 4.3955 2.2904 3.8518
H 3.4224 3.1348 4.9097
H 2.9634 5.0522 3.8839
H 2.2232 4.8069 2.2300
H 3.9784 4.5992 2.5896
H 1.5673 -0.4907 3.8835
H 2.9823 -0.1356 3.0805
*
```

HOMO energy (spin up / spin down)   -0.283 / -0.388 Ha
Energy   -3254.33583 a.u.
⟨S²⟩   0.751